(1)
Entry from OMol25: a molecular structure, C28H25Cl3F5IMnN2PS (ωB97M-V/def2-TZVPD).

Structure (XYZ):
```
67
C28H25Cl3F5IMnN2PS ωB97M-V/def2-TZVPD
Mn -1.469 -0.522 -1.433
S -2.259 3.511 0.586
C -2.325 2.367 1.892
C -2.494 2.599 3.252
C -2.511 1.507 4.102
C -2.378 0.208 3.599
C -2.207 -0.018 2.248
C -2.162 1.074 1.386
N -1.967 1.017 0.015
C -2.014 2.201 -0.532
C -1.868 2.345 -1.968
C -1.969 3.578 -2.614
C -1.809 3.632 -3.985
C -1.545 2.451 -4.678
C -1.447 1.238 -4.011
C -1.610 1.127 -2.624
H -2.608 3.604 3.636
H -2.639 1.661 5.166
H -2.409 -0.638 4.274
H -2.107 -1.017 1.853
H -2.171 4.485 -2.052
H -1.882 4.575 -4.512
H -1.409 2.485 -5.754
H -1.222 0.347 -4.591
Cl 0.033 -4.915 1.331
C -1.537 -4.111 1.147
Cl -2.796 -5.259 0.670
Cl -2.036 -3.580 2.986
C -1.458 -3.026 0.263
N -1.411 -2.036 -0.356
F 1.108 1.273 -1.614
C 1.315 0.101 -2.267
C 0.323 -0.865 -2.292
C 0.685 -2.024 -2.957
F -0.178 -3.064 -3.049
C 1.916 -2.219 -3.565
F 2.205 -3.368 -4.202
C 2.866 -1.218 -3.510
F 4.073 -1.388 -4.077
C 2.561 -0.044 -2.848
F 3.489 0.929 -2.765
C 3.289 -1.787 0.215
C 3.006 -0.380 0.745
P 1.239 -0.214 1.256
C 1.189 1.505 1.967
C 2.488 2.164 2.423
C 1.200 -1.286 2.764
C 2.141 -0.987 3.926
H 4.292 -1.855 -0.211
H 2.571 -2.063 -0.560
H 3.216 -2.532 1.010
H 3.167 0.355 -0.048
H 3.697 -0.128 1.554
H 0.463 1.471 2.786
H 0.729 2.125 1.191
H 2.999 1.586 3.193
H 2.289 3.159 2.831
H 3.181 2.287 1.590
H 1.358 -2.307 2.401
H 0.165 -1.271 3.112
H 3.186 -0.979 3.611
H 2.039 -1.740 4.711
H 1.918 -0.016 4.373
I -4.524 -0.836 -1.887
C -2.632 -1.500 -2.711
H -2.668 -1.189 -3.754
H -2.673 -2.585 -2.636
```

For the HOMO energy (spin up / spin down), the calculation gives -3.890 / -4.488 eV. The calculation puts the molar mass at 835.75 g mol⁻¹. The energy relative to the best compared isomer or geometry (same formula, charge and spin) comes out at 0.0 kcal/mol. Its LUMO energy (spin up / spin down) is 1.715 / 1.928 eV. Its charge is -1. The max |F| comes out at 0.93 eV/Å. For the electronic energy, the calculation gives -5259.575218 Eh. The value obtained for the HOMO-LUMO gap (spin up / spin down) is 0.2060 / 0.2358 Ha. As for the spin multiplicity: 2.

Atomic partial charges in e from the Löwdin method, atoms 1 to 2: number 1, Mn, carries 0.29; number 2, S, carries 1.10

=====

(2)
Entry from OMol25: a molecular structure, C28H25HgN5O2S in a non-equilibrium geometry (ωB97M-V/def2-TZVPD).

Structure (XYZ):
```
62
C28H25HgN5O2S ωB97M-V/def2-TZVPD
Hg -0.258 1.099 0.043
C 1.301 2.110 3.469
C 1.451 3.239 2.681
C 0.339 3.986 2.328
C -0.924 3.597 2.745
C -1.073 2.463 3.527
C 0.040 1.724 3.896
H 2.165 1.521 3.738
H 2.430 3.523 2.326
H 0.455 4.861 1.705
H -1.795 4.164 2.447
H -2.060 2.152 3.839
H -0.075 0.838 4.507
N -5.522 -3.927 2.950
C -4.977 -3.038 2.030
C -4.935 -3.347 0.669
C -4.524 -2.401 -0.254
C -4.134 -1.148 0.180
C -4.107 -0.851 1.529
C -4.528 -1.787 2.452
S -3.833 0.221 -0.958
O -3.896 1.416 -0.147
O -4.809 0.129 -2.022
N -2.314 0.147 -1.479
C -1.750 -0.841 -2.128
N -2.448 -1.931 -2.516
C -1.792 -2.859 -3.174
C -0.439 -2.780 -3.476
C 0.202 -1.632 -3.023
N -0.419 -0.689 -2.360
H -5.504 -4.897 2.675
H -5.247 -3.774 3.909
H -5.257 -4.325 0.337
H -4.498 -2.608 -1.312
H -3.775 0.133 1.822
H -4.546 -1.549 3.506
H -2.386 -3.722 -3.462
H 0.079 -3.558 -4.012
H 1.257 -1.470 -3.201
C 3.860 -2.961 -0.215
C 4.151 -2.207 -1.344
C 3.704 -0.909 -1.453
C 2.971 -0.301 -0.406
C 2.622 -1.115 0.695
C 3.073 -2.409 0.790
N 2.578 0.986 -0.393
C 3.110 1.951 -1.176
C 4.491 2.008 -1.464
C 5.038 3.062 -2.160
C 4.242 4.107 -2.600
C 2.884 4.085 -2.311
C 2.329 3.038 -1.608
H 4.228 -3.974 -0.126
H 4.727 -2.649 -2.147
H 3.896 -0.341 -2.351
H 1.975 -0.696 1.457
H 2.809 -3.006 1.655
H 5.132 1.225 -1.084
H 6.102 3.073 -2.361
H 4.676 4.927 -3.154
H 2.245 4.893 -2.645
H 1.264 3.023 -1.383
```

For the HOMO energy (spin up / spin down), the calculation gives -4.174 / -3.766 eV. The calculation puts the molar mass at 696.20 g mol⁻¹. The energy relative to the best compared isomer or geometry (same formula, charge and spin) comes out at 10.7 kcal/mol. Its LUMO energy (spin up / spin down) is 2.739 / 0.725 eV. Its charge is -1. The max |F| comes out at 1.79 eV/Å. For the electronic energy, the calculation gives -2057.880238 Eh. The value obtained for the HOMO-LUMO gap (spin up / spin down) is 0.2540 / 0.1651 Ha. As for the spin multiplicity: 2.

Atomic partial charges in e from the Löwdin method, atoms 1 to 2: number 1, Hg, carries 0.73; number 2, C, carries -0.12

=====

(3)
Entry from OMol25: a molecular structure, C28H25N10O5PW (ωB97M-V/def2-TZVPD).

Structure (XYZ):
```
70
C28H25N10O5PW ωB97M-V/def2-TZVPD
W 0.152 0.035 -0.171
C 0.619 5.487 1.196
N 0.359 4.050 1.323
C -0.118 3.437 2.454
C -0.261 2.119 2.154
N 0.120 1.926 0.849
C 0.493 3.115 0.366
P 1.091 3.436 -1.325
C -0.195 2.499 -2.199
N -0.540 1.239 -1.927
C -1.447 0.863 -2.886
C -1.636 1.907 -3.741
N -0.843 2.927 -3.302
C -0.705 4.234 -3.949
C 2.289 2.073 -1.412
N 2.024 0.796 -1.127
C 3.157 0.083 -1.431
C 4.098 0.941 -1.915
N 3.542 2.187 -1.900
C 4.193 3.410 -2.375
H 0.666 5.915 2.193
H 1.569 5.654 0.697
H -0.182 5.969 0.639
H -0.309 3.985 3.361
H -0.605 1.306 2.770
H -1.902 -0.110 -2.905
H -2.259 1.999 -4.614
H -1.432 4.294 -4.753
H -0.901 5.030 -3.235
H 0.293 4.346 -4.367
H 3.229 -0.980 -1.290
H 5.100 0.763 -2.267
H 5.234 3.184 -2.581
H 3.720 3.761 -3.290
H 4.145 4.184 -1.612
O -2.928 -5.357 2.979
C -1.722 -5.132 3.115
O -0.774 -5.700 3.664
C -1.290 -3.791 2.429
C 0.023 -3.350 2.513
C 0.372 -2.164 1.904
N -0.526 -1.431 1.213
C -1.819 -1.819 1.197
C -2.228 -2.995 1.789
C -2.686 -0.789 0.641
C -4.072 -0.839 0.697
C -4.803 0.270 0.327
C -4.123 1.416 -0.074
C -2.752 1.387 -0.147
N -2.026 0.299 0.179
C 1.648 -1.474 2.034
C 2.673 -1.903 2.868
C 3.761 -1.083 3.074
C 3.791 0.162 2.451
C 2.765 0.508 1.606
N 1.710 -0.297 1.370
H 0.707 -3.973 3.078
H -3.254 -3.344 1.809
H -4.558 -1.735 1.057
H -5.883 0.255 0.373
H -4.652 2.322 -0.335
H -2.202 2.258 -0.470
H 2.588 -2.858 3.366
H 4.565 -1.393 3.727
H 4.606 0.853 2.613
H 2.772 1.460 1.097
O 1.186 -1.742 -0.815
N 0.211 -2.217 -1.509
O 0.225 -3.237 -2.086
O -0.786 -1.402 -1.465
```

For the HOMO energy, the calculation gives -11.910 eV. The calculation puts the molar mass at 796.39 g mol⁻¹. The energy relative to the best compared isomer or geometry (same formula, charge and spin) comes out at 0.0 kcal/mol. Its LUMO energy is -6.493 eV. Its charge is +2. The max |F| comes out at 0.10 eV/Å. For the electronic energy, the calculation gives -2413.709591 Eh. The value obtained for the HOMO-LUMO gap is 0.1991 Ha.

Atomic partial charges in e from the Löwdin method, atoms 1 to 2: number 1, W, carries 1.72; number 2, C, carries 0.01